# 1
{
  "formula": "C6H8",
  "method": "the ωB97M-V functional and the def2-TZVPD basis",
  "elements": ["C", "C", "C", "C", "C", "C", "H", "H", "H", "H", "H", "H", "H", "H"],
  "positions_angstrom": [[2.520095, -1.055008, -0.160345], [1.424354, -0.479974, -0.030794], [-1.203056, -1.736521, 0.457397], [-1.049291, -0.571757, -0.105555], [0.200297, 1.678931, 0.357598], [0.218343, 0.199486, -0.146545], [3.415965, -1.393282, 0.263322], [-1.948887, -2.503620, 0.343818], [-0.303327, -2.223668, 0.849205], [-1.958468, -0.098619, -0.391453], [-0.275932, 2.399157, -0.309484], [-0.299922, 1.434330, 1.365484], [1.240402, 2.041452, 0.425364], [0.523960, 0.548575, -1.943158]],
  "forces_ev_per_a": [[-3.5, 2.0, 1.3], [4.2, -2.4, -0.5], [2.2, -2.7, 0.3], [-0.4, 1.3, 0.2], [0.1, -1.9, 1.1], [-0.7, 2.5, -4.3], [0.9, -0.5, -0.1], [-1.1, 0.7, 0.2], [0.0, 0.2, 0.0], [-0.3, 0.8, -0.9], [-0.7, -0.5, 0.4], [0.7, 1.7, -1.1], [-0.5, -0.3, 0.5], [-0.9, -0.7, 3.0]],
  "lumo_ha": -0.0165,
  "de_lowest_kcal_mol": 125.1,
  "spin_multiplicity": 1,
  "max_force_ha_per_bohr": 0.098,
  "charge": 0,
  "e_tot_ev": -6345.3592
}


# 2
{
  "formula": "C5H6O",
  "method": "the ωB97M-V functional and the def2-TZVPD basis",
  "elements": ["C", "C", "C", "O", "C", "C", "H", "H", "H", "H", "H", "H"],
  "positions_angstrom": [[-1.238219, 0.448621, 0.843739], [0.751212, -0.221426, -0.463017], [1.886443, 0.645650, -0.638136], [1.726754, -0.727085, -1.172353], [-0.488774, -0.561305, -0.009993], [-0.897463, -1.845421, -0.452541], [-1.880204, -0.077283, 1.557442], [-1.880684, 1.095889, 0.233925], [-0.559893, 1.093390, 1.416313], [2.636328, 0.740242, 0.144196], [1.869773, 1.416920, -1.404727], [-1.925274, -2.008192, -0.054847]],
  "forces_ev_per_a": [[-0.1, 0.0, 0.1], [0.1, 0.0, -0.1], [0.1, 0.2, 0.0], [-0.2, -0.1, 0.1], [0.0, -0.2, -0.1], [-0.2, 0.4, 0.3], [0.1, 0.1, -0.1], [0.1, -0.1, 0.1], [-0.1, -0.1, -0.1], [-0.1, -0.1, -0.1], [0.0, -0.1, 0.1], [0.2, 0.0, -0.1]],
  "lumo_ha": -0.0102,
  "de_lowest_kcal_mol": 118.8,
  "spin_multiplicity": 1,
  "max_force_ha_per_bohr": 0.009,
  "charge": 0,
  "e_tot_ev": -7324.1323
}


# 3
{
  "formula": "C30H55F6N10P",
  "method": "the ωB97M-V functional and the def2-TZVPD basis",
  "elements": ["C", "C", "N", "C", "C", "N", "C", "C", "H", "H", "H", "H", "H", "H", "H", "H", "H", "H", "H", "C", "C", "N", "C", "C", "N", "C", "C", "H", "H", "H", "H", "H", "H", "H", "H", "H", "H", "H", "C", "C", "N", "C", "C", "N", "C", "C", "H", "H", "H", "H", "H", "H", "H", "H", "H", "H", "H", "C", "C", "N", "C", "C", "N", "C", "C", "H", "H", "H", "H", "H", "H", "H", "H", "H", "H", "H", "C", "C", "N", "C", "C", "N", "C", "C", "H", "H", "H", "H", "H", "H", "H", "H", "H", "H", "H", "P", "F", "F", "F", "F", "F", "F"],
  "positions_angstrom": [[-5.062460, -3.140225, -2.326680], [-4.637380, -4.422835, -1.688440], [-3.623660, -4.193705, -0.724400], [-2.299810, -4.481685, -0.833000], [-1.602110, -4.014025, 0.252060], [-2.536490, -3.405575, 1.109230], [-3.743020, -3.525235, 0.495610], [-2.281240, -2.635385, 2.253050], [-5.535130, -3.301485, -3.295530], [-4.122440, -2.711815, -2.674400], [-5.684020, -2.525695, -1.675440], [-4.315810, -5.201975, -2.379560], [-5.517960, -4.836875, -1.197270], [-1.971850, -5.017995, -1.711190], [-0.563870, -3.996295, 0.548930], [-4.703560, -3.209445, 0.875140], [-1.246880, -2.828005, 2.537810], [-2.806260, -2.862415, 3.180910], [-2.348930, -1.557265, 2.107540], [-0.248440, -1.553525, -6.036440], [1.175680, -1.805485, -6.504520], [1.850670, -2.835985, -5.670260], [2.936340, -2.595445, -4.852780], [3.454640, -3.768175, -4.450750], [2.764420, -4.796275, -5.067910], [1.758580, -4.209245, -5.772090], [3.141090, -6.181525, -4.975290], [-0.864670, -2.438415, -6.195650], [-0.744700, -0.906245, -6.759530], [-0.307630, -1.221985, -4.999780], [1.729910, -0.867595, -6.468380], [1.098130, -2.100635, -7.550920], [3.257190, -1.585235, -4.645590], [4.235770, -3.992475, -3.739460], [1.110680, -4.726165, -6.464500], [3.974950, -6.393675, -4.306160], [3.487780, -6.538575, -5.945040], [2.362810, -6.863905, -4.633590], [-3.385300, 6.053755, -7.136290], [-3.513340, 4.579605, -7.004040], [-3.209610, 4.011665, -5.622500], [-1.984990, 4.010655, -4.961760], [-2.066950, 3.506905, -3.705990], [-3.381780, 3.159145, -3.491010], [-4.077310, 3.438945, -4.680950], [-4.007570, 2.519445, -2.353480], [-3.338220, 6.366455, -8.179410], [-2.470120, 6.444505, -6.691490], [-4.168450, 6.571245, -6.582250], [-2.688240, 4.198995, -7.606070], [-4.440130, 4.191635, -7.426700], [-1.128330, 4.329425, -5.537020], [-1.337960, 3.262745, -2.947470], [-5.147630, 3.321395, -4.764520], [-3.576320, 2.956365, -1.452800], [-3.720380, 1.468875, -2.309750], [-5.085060, 2.644675, -2.460400], [-0.984600, 6.439575, 0.707900], [0.191550, 5.929635, 1.682420], [-0.375850, 5.191615, 2.870260], [-1.014810, 5.710955, 3.975920], [-1.433830, 4.758275, 4.856980], [-0.937970, 3.563435, 4.323840], [-0.371530, 3.808385, 3.046500], [-1.120870, 2.247685, 5.015660], [-0.624260, 7.024755, -0.138160], [-1.673850, 7.075235, 1.263760], [-1.630460, 5.699455, 0.235480], [0.752850, 6.715515, 2.187830], [0.868930, 5.265085, 1.146110], [-1.186340, 6.769145, 4.107100], [-1.910730, 4.754935, 5.825970], [0.041750, 2.976045, 2.496210], [-1.106480, 2.367735, 6.098930], [-0.399270, 1.447235, 4.852340], [-2.068670, 1.823755, 4.683900], [5.754280, -2.235855, 10.388090], [4.488810, -1.745575, 9.757420], [4.491290, -1.512155, 8.386220], [5.139920, -0.505385, 7.705920], [4.915660, -0.672635, 6.370410], [4.247410, -1.886445, 6.156130], [3.901150, -2.309675, 7.432130], [3.990980, -2.563355, 4.888450], [5.780330, -2.273225, 11.477130], [6.463040, -1.429045, 10.201450], [6.180090, -3.179465, 10.046930], [4.419950, -0.775585, 10.249850], [3.703260, -2.413665, 10.110510], [5.768940, 0.193105, 8.237740], [5.309580, -0.122675, 5.528510], [3.321940, -3.195865, 7.645650], [4.421230, -3.560755, 4.978830], [4.626110, -2.230605, 4.067470], [2.974690, -2.745595, 4.539130], [2.337890, 0.292065, -0.339940], [1.896450, 1.858765, -0.283220], [3.088790, 0.505985, 1.038450], [0.958920, -0.078405, 0.483770], [2.717820, -1.295095, -0.342070], [1.497740, 0.036085, -1.680130], [3.745590, 0.488675, -1.185640]],
  "forces_ev_per_a": [[0.8, 0.2, -1.5], [-2.2, -1.0, -0.2], [1.8, 1.8, 4.7], [1.1, -0.3, -0.3], [-0.9, 0.4, 0.4], [-2.2, -1.6, -3.7], [0.2, -0.9, -1.4], [1.7, 1.1, 2.4], [-0.6, -0.3, 0.3], [0.0, 1.0, 0.4], [0.3, 0.1, -0.2], [0.3, 0.3, 0.0], [0.2, -0.3, 0.3], [0.3, 0.1, 0.2], [-0.1, -0.2, -0.4], [0.2, 0.1, 0.2], [0.1, 0.1, -0.2], [-0.7, -0.5, -0.5], [-0.2, -0.1, -0.5], [-0.4, -0.5, -0.5], [-1.0, 0.0, 0.2], [1.1, -2.2, -0.3], [-0.3, 0.9, -0.1], [0.4, -0.7, 0.3], [-1.3, 2.4, 0.1], [0.9, 0.8, -0.3], [0.3, -1.8, -0.5], [0.2, -0.4, 0.5], [0.3, 0.7, 0.3], [-0.1, 0.2, -0.2], [0.4, -0.4, 0.2], [0.5, -0.4, 0.1], [-0.1, -0.1, 0.2], [0.0, 0.2, -0.2], [-0.1, 0.0, 0.2], [0.0, 0.8, 0.1], [-0.2, 0.1, -0.1], [-0.4, 0.5, -0.1], [-0.1, 1.4, 1.2], [1.4, -1.0, -0.3], [-1.9, -1.5, 3.6], [0.6, 0.5, -1.5], [-0.6, -0.4, 0.1], [-1.4, 0.9, -4.2], [2.2, 1.0, 0.5], [0.6, -0.2, 0.3], [-0.4, -0.2, 0.0], [0.3, -0.3, 0.0], [-0.3, 0.1, -0.4], [-0.2, -0.6, -0.1], [0.0, -0.2, 0.6], [0.1, 0.1, 0.4], [0.2, 0.3, -0.3], [0.1, 0.0, -0.2], [-0.5, 0.3, 0.0], [-0.2, -0.1, -0.3], [0.2, 0.0, 0.4], [0.6, 0.2, 1.0], [-1.8, 0.1, -0.4], [-0.5, -3.7, 0.4], [-0.7, 1.3, 0.3], [1.8, -1.3, -1.4], [0.7, 0.0, -2.1], [-1.1, 1.5, 3.7], [-0.5, -0.1, -0.3], [0.5, 0.1, 0.3], [0.2, 0.1, 0.1], [0.4, -0.7, 0.4], [0.0, 0.3, -0.7], [0.0, 0.0, 0.3], [0.2, 0.0, -0.3], [0.0, 0.4, -0.2], [0.2, 0.5, -0.5], [-0.3, 0.5, -0.2], [0.6, 0.7, -0.7], [-0.1, 0.2, 0.3], [2.2, 0.2, -0.3], [-0.4, -0.1, 3.9], [-1.0, -1.4, -5.0], [-0.1, -0.1, -0.2], [0.7, -0.8, -0.5], [-0.9, 1.4, 3.3], [1.5, 0.5, -0.7], [1.0, -1.7, -0.5], [-0.9, 0.0, 0.0], [0.7, -0.3, -0.2], [-0.2, 0.0, -0.3], [-1.0, 0.1, -0.1], [-0.5, 0.3, -0.7], [-0.2, 0.2, -0.2], [0.0, 0.0, 0.2], [0.1, 0.1, 0.0], [-0.2, -0.3, 0.4], [-0.3, 1.0, 0.3], [-0.1, 0.8, 0.5], [0.7, -1.2, -0.2], [0.4, -0.2, -0.8], [0.5, 0.0, 0.7], [-0.2, 0.0, 0.4], [-0.2, -0.3, 0.4], [-0.1, 0.6, -0.9], [-1.5, 1.0, 0.5]],
  "lumo_ha": -0.2819,
  "de_lowest_kcal_mol": 41.2,
  "spin_multiplicity": 1,
  "max_force_ha_per_bohr": 0.103,
  "charge": 4,
  "e_tot_ev": -72467.7928
}